# 1
Density functional theory data (ωB97M-V/def2-TZVPD) for a structure of composition C46H45CrN5O3Si in a non-equilibrium geometry.

Output
**E_LUMO (spin up / spin down)**: -3.10 / -2.97 eV
**Frontier orbital gap (spin up / spin down)**: 7.36 / 7.17 eV
**⟨S²⟩**: 0.8267
**Energy**: -98316.200 eV
**M**: 796.0 g mol⁻¹

Structure (ORCA input):
```
! wB97M-V def2-TZVPD RIJCOSX def2/J DEFGRID3
* xyz 1 2
Cr -0.071 0.519 0.060
C 2.844 1.229 3.391
O 1.763 2.173 3.179
C 0.928 1.557 2.353
N 1.198 0.378 1.946
C 2.591 0.138 2.330
C 2.986 -1.234 2.782
C 2.085 -2.285 2.895
C 2.524 -3.541 3.301
C 3.861 -3.751 3.602
C 4.768 -2.701 3.484
C 4.333 -1.453 3.070
C -0.090 2.339 1.599
C 0.390 3.664 1.244
C 0.065 4.251 0.099
C -0.929 3.670 -0.816
C -2.042 2.078 0.187
N -1.178 1.674 1.305
C -3.016 0.970 0.014
N -2.532 -0.174 -0.237
C -3.682 -1.102 -0.279
C -4.882 -0.134 -0.362
O -4.337 1.135 0.069
C -3.682 -2.121 -1.391
C -2.640 -2.235 -2.295
C -2.657 -3.229 -3.266
C -3.718 -4.117 -3.341
C -4.778 -3.996 -2.449
C -4.757 -3.006 -1.480
H 2.786 0.845 4.408
H 3.775 1.770 3.245
H 3.165 0.372 1.426
H 1.034 -2.105 2.659
H 1.814 -4.356 3.391
H 4.198 -4.725 3.933
H 5.814 -2.860 3.709
H 5.049 -0.645 2.959
H 1.147 4.086 1.890
H 0.494 5.214 -0.153
H -0.980 4.215 -1.754
H -3.705 -1.644 0.673
H -5.709 -0.389 0.293
H -5.235 -0.020 -1.388
H -1.815 -1.541 -2.242
H -1.838 -3.305 -3.971
H -3.722 -4.903 -4.085
H -5.622 -4.671 -2.511
H -5.587 -2.917 -0.787
C 2.446 -2.575 -0.639
C 1.007 -2.363 -0.270
O 0.423 -1.287 -0.558
N 0.388 -3.358 0.343
C -1.003 -3.329 0.724
C -1.230 -2.772 2.109
C -1.532 -3.595 3.187
C -1.782 -3.011 4.421
C -1.726 -1.631 4.528
C -1.403 -0.893 3.398
N -1.152 -1.447 2.217
H 2.804 -1.705 -1.183
H 2.561 -3.468 -1.254
H 3.042 -2.702 0.269
H 0.920 -4.194 0.526
H -1.403 -4.339 0.649
H -1.510 -2.701 0.001
H -1.586 -4.669 3.058
H -2.017 -3.623 5.281
H -1.925 -1.132 5.467
H -1.340 0.192 3.432
C 3.706 4.371 -2.303
Si 4.145 2.812 -1.374
C 5.054 3.263 0.203
C 5.278 1.740 -2.399
C 2.625 1.907 -0.914
C 1.597 1.341 -0.575
H 4.593 4.758 -2.810
H 3.348 5.148 -1.622
H 2.935 4.195 -3.056
H 5.863 3.964 -0.017
H 5.504 2.373 0.654
H 4.397 3.729 0.942
H 6.175 2.308 -2.659
H 4.810 1.405 -3.326
H 5.591 0.857 -1.836
C -2.355 1.030 -4.939
C -1.128 0.605 -4.461
C -0.724 0.978 -3.187
C -1.513 1.789 -2.381
C -1.011 2.119 -1.008
C -2.331 3.564 -0.056
C -3.460 3.832 -1.006
C -3.590 3.287 -2.213
C -2.725 2.297 -2.892
C -3.132 1.873 -4.159
H -2.699 0.731 -5.920
H -0.492 -0.026 -5.070
H 0.239 0.648 -2.808
H -2.397 4.163 0.849
H -4.182 4.576 -0.693
H -4.433 3.614 -2.813
H -4.078 2.236 -4.545
*
```

Löwdin population analysis, charges in e, atoms 1 to 4: 0.7618 -0.0273 0.0578 -0.3307

---

# 2
Density functional theory data (ωB97M-V/def2-TZVPD) for a structure of composition C46H45IrN2O4S in a non-equilibrium geometry.

Output
**E_LUMO (spin up / spin down)**: -4.02 / -4.02 eV
**Frontier orbital gap (spin up / spin down)**: 5.94 / 5.94 eV
**⟨S²⟩**: 0.7526
**Energy**: -73270.848 eV
**Relative energy (zero: lowest compared OMol25 entry of this formula, charge and spin)**: 2.4 kcal/mol
**M**: 914.2 g mol⁻¹

Structure (ORCA input):
```
! wB97M-V def2-TZVPD RIJCOSX def2/J DEFGRID3
* xyz 1 2
Ir -0.906 -0.749 -0.098
O 0.757 2.024 0.927
C 0.368 3.218 0.744
C -2.546 2.119 0.170
O -3.084 3.050 0.570
O -1.925 1.216 -0.218
C -0.069 3.923 1.947
C -0.635 5.201 1.905
C -1.006 5.834 3.079
C -0.801 5.206 4.298
C -0.232 3.940 4.351
C 0.121 3.293 3.185
C 0.636 3.864 -0.546
C 1.907 3.669 -1.092
C 2.258 4.321 -2.264
C 1.343 5.140 -2.904
C 0.067 5.312 -2.380
C -0.289 4.680 -1.203
H 0.993 1.368 0.100
H -0.780 5.709 0.967
H -1.445 6.821 3.043
H -1.079 5.710 5.215
H -0.065 3.459 5.305
H 0.567 2.309 3.220
H 2.641 3.056 -0.584
H 3.249 4.175 -2.671
H 1.618 5.643 -3.821
H -0.651 5.940 -2.890
H -1.296 4.793 -0.823
N 1.860 -6.890 1.797
C 1.497 -6.507 0.555
S 1.776 -7.444 -0.769
C 0.879 -5.165 0.450
C 0.351 -4.739 -0.772
C -0.180 -3.479 -0.888
N -0.207 -2.614 0.140
C 0.251 -3.023 1.332
C 0.795 -4.272 1.521
H 2.204 -7.832 1.897
H 1.446 -6.477 2.615
H 0.357 -5.403 -1.622
H -0.611 -3.132 -1.817
H 0.168 -2.316 2.146
H 1.167 -4.500 2.509
C 3.312 0.615 1.651
C 3.805 -0.164 0.430
C 3.427 -1.641 0.572
C 3.398 0.351 -0.942
C 4.429 0.735 -1.794
C 4.202 1.040 -3.126
C 2.912 0.909 -3.617
C 1.842 0.565 -2.798
C 0.492 0.398 -3.470
C -0.107 -0.993 -3.255
C -0.518 1.486 -3.112
C 2.073 0.359 -1.427
O 1.064 0.147 -0.551
H 3.755 0.190 2.553
H 2.229 0.539 1.752
H 3.596 1.669 1.609
H 4.895 -0.101 0.434
H 2.344 -1.745 0.556
H 3.803 -2.047 1.513
H 3.840 -2.236 -0.244
H 5.442 0.747 -1.409
H 5.019 1.318 -3.779
H 2.723 1.077 -4.670
H 0.685 0.500 -4.541
H -0.523 -1.081 -2.239
H 0.641 -1.776 -3.385
H -0.929 -1.178 -3.947
H -0.863 1.363 -2.088
H -1.387 1.427 -3.771
H -0.084 2.480 -3.218
C -1.334 -1.228 5.074
C -2.388 -2.121 4.926
C -3.048 -2.233 3.714
C -2.670 -1.467 2.607
C -1.625 -0.554 2.785
C -0.957 -0.442 3.996
C -3.337 -1.685 1.318
C -2.751 -1.485 0.128
C -3.430 -1.876 -1.125
C -3.616 -0.967 -2.172
C -4.237 -1.353 -3.348
C -4.667 -2.663 -3.512
C -4.480 -3.580 -2.488
C -3.869 -3.191 -1.306
H -0.826 -1.136 6.024
H -2.695 -2.738 5.761
H -3.863 -2.939 3.609
H -1.334 0.123 1.977
H -0.153 0.275 4.101
H -4.343 -2.096 1.366
H -3.284 0.057 -2.060
H -4.391 -0.630 -4.139
H -5.144 -2.967 -4.434
H -4.815 -4.602 -2.608
H -3.724 -3.907 -0.507
*
```

Löwdin population analysis, charges in e, atoms 1 to 4: 1.1497 0.0835 -0.1650 -0.3436

---

# 3
Density functional theory data (ωB97M-V/def2-TZVPD) for a structure of composition C46H46BBrClHgN13O3S in a non-equilibrium geometry.

Output
**E_LUMO (spin up / spin down)**: 1.96 / 1.96 eV
**Frontier orbital gap (spin up / spin down)**: 5.42 / 5.32 eV
**⟨S²⟩**: 0.7696
**Energy**: -172196.934 eV
**Relative energy (zero: lowest compared OMol25 entry of this formula, charge and spin)**: 495.5 kcal/mol
**M**: 1187.8 g mol⁻¹

Structure (ORCA input):
```
! wB97M-V def2-TZVPD RIJCOSX def2/J DEFGRID3
* xyz -1 2
Hg 0.722 -1.368 3.617
N -1.707 -4.587 5.383
C -1.169 -3.327 5.322
S 0.551 -3.177 5.484
N -2.004 -2.340 5.196
N -1.386 -1.153 4.898
C -1.859 -0.080 5.402
C -2.951 -0.071 6.416
C -2.836 -0.817 7.585
C -3.852 -0.805 8.527
C -5.001 -0.057 8.305
C -5.128 0.680 7.137
C -4.104 0.676 6.200
C -1.270 1.216 4.972
C -1.419 2.358 5.756
C -0.853 3.545 5.321
C -0.165 3.556 4.119
C -0.055 2.363 3.418
N -0.585 1.220 3.828
H -1.140 -5.302 5.802
H -2.703 -4.629 5.531
H -1.940 -1.402 7.753
H -3.749 -1.386 9.435
H -5.795 -0.050 9.042
H -6.023 1.260 6.953
H -4.206 1.249 5.286
H -1.947 2.312 6.698
H -0.947 4.444 5.916
H 0.282 4.459 3.728
H 0.479 2.324 2.474
N -1.514 -4.629 0.799
C -1.529 -3.581 1.636
N -0.400 -3.529 2.297
C 0.299 -4.590 1.804
N -0.347 -5.290 0.895
C 1.657 -4.949 2.240
C 2.135 -6.254 2.138
N 3.349 -6.586 2.556
C 4.092 -5.600 3.053
C 3.627 -4.296 3.126
N 2.404 -3.973 2.735
H -2.203 -4.910 0.124
H -2.362 -2.906 1.741
H 1.516 -7.031 1.706
H 5.085 -5.857 3.404
H 4.251 -3.490 3.496
C -2.399 4.590 -7.082
C -1.771 3.267 -7.550
C -0.310 3.550 -7.926
C -2.515 2.812 -8.811
C -1.895 2.198 -6.418
O -3.188 2.328 -5.813
C -1.821 0.725 -6.886
C -0.599 0.132 -7.625
C 0.636 -0.005 -6.746
C 0.471 -1.031 -5.685
C 0.990 -1.387 -4.497
C 3.117 0.772 -5.032
Cl 2.541 0.746 -3.199
C 2.942 0.954 -6.333
C 1.725 0.719 -7.097
C -0.884 2.504 -5.283
N -1.406 2.250 -3.959
C -1.694 1.084 -3.362
N -2.399 1.294 -2.267
C -2.527 2.642 -2.253
N -1.957 3.265 -3.256
H -2.073 5.395 -7.746
H -2.108 4.844 -6.062
H -3.488 4.556 -7.105
H -0.279 4.105 -8.866
H 0.271 2.640 -8.049
H 0.191 4.159 -7.172
H -2.552 3.638 -9.525
H -3.550 2.525 -8.604
H -2.025 1.969 -9.299
H -3.845 2.281 -6.514
H -2.700 0.565 -7.518
H -1.989 0.118 -5.994
H -0.369 0.670 -8.545
H -0.915 -0.873 -7.924
H -0.277 -1.747 -6.050
H 1.689 -0.724 -3.928
H 3.774 1.367 -6.906
H 1.691 1.229 -8.056
H -0.623 3.559 -5.279
H 0.026 1.931 -5.431
H -1.314 0.137 -3.723
H -3.050 3.179 -1.478
Br 5.237 0.987 3.843
C 3.907 0.502 5.093
C 3.957 -0.720 5.740
C 2.934 -1.034 6.619
C 1.924 -0.102 6.820
N 1.895 1.086 6.221
C 2.866 1.377 5.362
H 4.771 -1.407 5.551
H 2.903 -1.993 7.116
H 1.095 -0.319 7.484
H 2.816 2.339 4.864
O 3.244 -1.257 1.830
B 2.038 -0.600 2.118
O 1.704 0.258 1.126
C 2.670 0.069 0.041
C 2.387 0.543 -1.186
C 3.937 -0.004 -2.013
C 4.898 -0.711 -1.382
C 4.735 -1.251 -0.067
C 3.616 -0.863 0.580
H 1.302 1.421 -3.644
H 3.044 1.923 -2.985
H 5.848 -0.863 -1.888
H 5.434 -1.956 0.359
*
```

Löwdin population analysis, charges in e, atoms 1 to 4: 1.0066 0.0543 -0.9339 0.5107

---

# 4
Density functional theory data (ωB97M-V/def2-TZVPD) for a structure of composition C46H46BrFHoN3O6 in a non-equilibrium geometry.

Output
**E_LUMO (spin up / spin down)**: -1.34 / -1.33 eV
**Frontier orbital gap (spin up / spin down)**: 5.46 / 5.47 eV
**⟨S²⟩**: 6.0039
**Energy**: -163763.470 eV
**Relative energy (zero: lowest compared OMol25 entry of this formula, charge and spin)**: 77.8 kcal/mol
**M**: 1000.7 g mol⁻¹

Structure (ORCA input):
```
! wB97M-V def2-TZVPD RIJCOSX def2/J DEFGRID3
* xyz 0 5
Ho 0.546 -0.078 1.291
C -4.576 -1.588 6.464
C -3.249 -1.624 7.286
C -3.254 -0.790 8.583
C -1.909 -0.235 9.029
C -1.134 0.376 7.948
C -0.271 1.414 8.237
C 0.718 1.745 7.288
F 1.612 2.668 7.690
C 0.746 1.156 6.027
C -0.303 0.239 5.644
C -0.450 -0.197 4.291
O 0.285 0.420 3.389
C -1.324 -1.321 4.090
C -2.083 -1.807 5.161
N -2.141 -1.176 6.367
C -1.197 -0.205 6.632
C -1.438 -2.056 2.764
O -2.096 -3.113 2.660
O -0.880 -1.455 1.709
H -5.492 -1.306 7.035
H -4.709 -2.525 5.842
H -4.411 -0.754 5.711
H -2.978 -2.598 7.555
H -3.661 -1.437 9.379
H -3.941 0.043 8.454
H -1.310 -0.947 9.636
H -2.033 0.614 9.746
H -0.324 1.848 9.257
H 1.487 1.386 5.245
H -2.622 -2.744 5.068
C 4.713 1.412 -0.074
C 5.039 -0.051 0.318
C 4.789 -0.401 1.830
C 4.478 -1.032 -0.716
C 5.455 -1.441 -1.617
C 5.189 -2.506 -2.448
C 3.866 -2.880 -2.606
C 2.818 -2.387 -1.831
C 1.445 -2.990 -2.120
C 0.850 -2.601 -3.497
C 0.347 -3.108 -0.974
C 3.110 -1.413 -0.805
O 2.231 -1.025 0.164
H 5.250 2.101 0.593
H 3.651 1.631 0.075
H 5.038 1.567 -1.105
H 6.143 -0.115 0.226
H 3.827 -0.892 1.949
H 4.831 0.492 2.468
H 5.609 -1.064 2.155
H 6.363 -0.799 -1.659
H 6.016 -3.017 -2.962
H 3.708 -3.782 -3.147
H 1.687 -4.037 -2.455
H 0.005 -0.984 -2.847
H -0.055 -3.222 -3.632
H 1.459 -2.892 -4.362
H -0.599 -2.607 -1.215
H 0.733 -2.551 -0.109
H 0.186 -4.129 -0.672
Br -2.655 -2.923 -3.001
C -0.534 -1.107 -4.860
C 0.125 -1.003 -6.234
C 1.247 -0.270 -6.421
C 1.944 0.107 -5.203
C 1.585 -0.298 -3.953
N 0.450 -1.151 -3.735
H -0.481 -1.423 -7.053
H 1.715 -0.009 -7.350
H 2.822 0.711 -5.260
H 2.067 -0.096 -3.000
C -5.399 1.946 -4.706
C -4.000 1.422 -4.762
C -3.506 0.821 -5.990
C -2.344 0.113 -6.039
C -1.605 -0.017 -4.846
C -1.787 0.920 -3.823
N -0.817 1.330 -2.941
C -0.164 2.530 -2.799
C -0.115 3.412 -3.873
C 0.566 4.643 -3.717
C 1.344 4.867 -2.579
C 1.270 4.028 -1.500
C 0.530 2.846 -1.598
C 0.510 1.926 -0.427
O 1.251 2.088 0.629
O -0.401 0.965 -0.424
C -3.128 1.379 -3.632
C -3.469 2.054 -2.255
H -5.895 1.874 -5.645
H -5.428 3.043 -4.521
H -6.057 1.516 -3.945
H -4.234 0.916 -6.791
H -2.023 -0.325 -7.000
H -1.086 -2.038 -4.727
H -0.999 0.804 -2.062
H -0.656 3.346 -4.851
H 0.468 5.331 -4.534
H 1.982 5.726 -2.606
H 1.893 4.152 -0.609
H -2.736 2.794 -2.030
H -3.586 1.303 -1.450
H -4.455 2.523 -2.279
*
```

Löwdin population analysis, charges in e, atoms 1 to 4: 1.7004 -0.0265 -0.2623 -0.1233

---

> Among the records above, which one has the highest M?

C46H46BBrClHgN13O3S